Entry 1:
Molecular formula: C28H72N5O13
Method: DFT, ωB97M-V/def2-TZVPD

Geometry as ORCA input:
```
! wB97M-V def2-TZVPD RIJCOSX def2/J DEFGRID3
* xyz 1 1
C -0.7691 3.8655 6.2813
C -1.0180 2.4301 5.8524
C -2.1052 1.7867 6.6437
O -2.0693 0.4176 6.3643
C -2.7100 -0.2199 7.4183
N -1.4053 2.4057 4.4208
H -0.9541 1.5701 4.0042
H 3.8985 2.3423 3.7490
H -1.1228 3.3045 3.9949
H -0.0291 4.3598 5.6511
H -0.3933 3.8923 7.3095
H -1.6725 4.4610 6.1203
H -0.0627 1.8726 5.9371
H -3.0763 2.2326 6.3547
H -1.9051 2.0695 7.6549
H -3.7470 -0.0148 7.4519
H -2.3600 0.2642 8.3328
H -2.5663 -1.2870 7.2986
C 2.4331 3.5845 -3.0775
C 0.9783 3.0897 -3.1488
C 0.2262 3.5398 -4.3326
O 0.4775 2.8000 -5.4618
C 0.6064 3.5900 -6.5722
N 0.9974 1.5921 -3.1912
H 1.8706 1.2379 -2.7360
H 0.2398 1.1120 -2.7138
H 0.8748 1.3121 -4.1722
H 2.8215 3.2749 -2.0705
H 2.2992 4.6468 -3.0227
H 3.1264 3.2846 -3.8621
H 0.4573 3.4799 -2.2818
H 0.4635 4.5590 -4.5642
H -0.8910 3.5575 -4.2778
H -0.3026 4.1510 -6.8707
H 0.9464 2.9689 -7.4154
H 1.3831 4.3858 -6.4469
C 0.6426 -4.1647 -4.2940
C 1.8065 -3.5891 -5.0496
C 1.6604 -3.8439 -6.5864
O 2.5453 -3.0094 -7.3492
C 2.0957 -3.0109 -8.6724
N 1.9830 -2.0388 -4.7753
H 1.0062 -1.5583 -4.5907
H 2.6222 -1.7884 -4.0087
H 2.3939 -1.5721 -5.5501
H -0.2488 -3.7735 -4.7565
H 0.6360 -3.8759 -3.2239
H 0.6230 -5.2686 -4.4767
H 2.7239 -4.0390 -4.7122
H 0.5711 -3.6499 -6.8215
H 1.8481 -4.8888 -6.8502
H 1.0450 -2.5810 -8.7046
H 2.0146 -4.1021 -9.0351
H 2.7540 -2.3976 -9.2307
C -2.5139 -3.7633 2.7287
C -3.2659 -2.4640 2.4586
C -2.4058 -1.2967 3.0591
O -2.6087 -0.0426 2.5075
C -3.9044 0.4407 2.8147
N -3.4282 -2.5013 1.0275
H -1.9509 -2.6626 0.1130
H -4.2479 -3.0864 0.7959
H -3.7387 -1.5605 0.7465
H -3.1455 -4.6092 2.4973
H -2.2279 -3.8742 3.7902
H -1.6349 -3.7511 2.0787
H -4.2808 -2.4579 2.8792
H -1.2851 -1.4326 2.9237
H -2.5571 -1.2763 4.1294
H -4.0373 1.3297 2.2594
H -3.9632 0.6513 3.8743
H -4.7043 -0.2896 2.5636
C 1.5005 0.2364 2.4470
C 0.4986 0.8090 1.4376
C 0.7654 2.2944 1.2581
O 0.0242 2.8659 0.2259
C -1.3437 3.1355 0.6281
N 0.5678 -0.0272 0.1548
H 0.6767 -0.9852 0.4651
H -0.1952 0.0518 -0.5602
H 1.4011 0.2661 -0.4227
H 1.3487 0.7320 3.3844
H 2.5980 0.3503 2.1399
H 1.3560 -0.8363 2.5906
H -0.5078 0.6573 1.8762
H 1.8182 2.3374 0.9837
H 0.6979 2.7475 2.2482
H -1.6110 2.6955 1.5771
H -2.0352 2.7866 -0.1156
H -1.4768 4.2160 0.6677
C -1.7157 -5.0657 -0.7498
C -0.6369 -4.0499 -0.7360
O 0.5243 -4.2203 -1.0535
O -1.0511 -2.7848 -0.2838
H -1.3099 -6.0886 -0.5626
H -2.1795 -5.0429 -1.7105
H -2.4522 -4.7679 0.0200
C -2.1368 -1.6071 -3.1784
C -0.9590 -0.6519 -3.0531
O -0.9910 0.2001 -2.1098
O -0.1505 -0.6788 -4.0279
H -2.2884 -1.9471 -4.1888
H -3.1157 -1.2388 -2.8053
H -1.8700 -2.5425 -2.6412
C 3.4225 -1.5244 -0.3691
C 3.2190 -0.5950 -1.5049
O 2.8527 0.5962 -1.2424
O 3.4004 -1.0458 -2.6547
H 4.2418 -1.1063 0.2563
H 3.7323 -2.5429 -0.6231
H 2.5932 -1.5127 0.3513
C 3.3145 3.8775 6.5895
C 3.2277 2.8167 5.5142
O 2.4982 1.8255 5.5514
O 4.0263 3.0284 4.5186
H 2.4493 4.4380 6.4858
H 4.2676 4.3937 6.4193
H 3.2415 3.3837 7.6213
*
```

- energy above the lowest of the compared OMol25 structures with the same formula, charge and spin (kJ/mol) = 0.0
- orbital gap (eV) = 9.69
- total energy (Ha) = -2361.7250
- strongest force on any atom (eV/Å) = 3.93

Here are the Mulliken charges for atoms 1 to 2, given in e: C -1.782; C 0.981


Entry 2:
Molecular formula: C4H7NS
Method: DFT, ωB97M-V/def2-TZVPD

Geometry as ORCA input:
```
! wB97M-V def2-TZVPD RIJCOSX def2/J DEFGRID3
* xyz 0 1
C 0.2789 -1.1848 0.2162
N 1.1347 -0.0322 -0.1675
C 0.3449 1.2157 -0.2186
C -1.0058 0.6421 0.2635
S -2.6125 0.0196 -0.0313
C -0.9548 -0.7044 -0.4432
H 0.2885 -1.4500 1.2517
H 0.6613 -1.9734 -0.4705
H 2.3354 0.0243 0.2053
H 0.3114 1.7618 -1.1559
H 0.6983 1.9241 0.7559
H -0.7260 0.4671 1.3043
H -0.7544 -0.7100 -1.5099
*
```

- energy above the lowest of the compared OMol25 structures with the same formula, charge and spin (kJ/mol) = 484.3
- SMILES string = C1NC[C@H]2S[C@H]12
- orbital gap (eV) = 9.54
- total energy (Ha) = -609.3740
- strongest force on any atom (eV/Å) = 5.53

Here are the natural (NBO) charges for atoms 1 to 2, given in e: C -0.249; N -0.676


> What is the formula in the second record?

C4H7NS


> What is the formula in the second record?

C4H7NS


> What is the strongest force on any atom in the first record?

3.93 eV/Å


> What is the formula in the second record?

C4H7NS